No. 1
This record from the OMol25 dataset describes a molecular structure, C30H39ClLuPSi2. The level of theory is wB97M-V/def2-TZVPD.

## Properties
**HOMO**: -0.289 Eh
**F_max**: 3.0 eV Å⁻¹
**Molar mass**: 697.208 g mol⁻¹
**ΔE to the lowest compared entry with this formula, charge and spin**: 0.00 kcal/mol
**Orbital gap**: 7.874 eV
**Electronic energy**: -102933.3828 eV
**LUMO level**: 0.022 eV

Each line ends with the Mulliken charge.
Cartesian coordinates (Å):
1 C -0.689 -2.709 1.995  -0.6466
2 C -0.562 -2.787 0.576  -0.7963
3 C 0.818 -2.948 0.272  0.1170
4 H -1.380 -2.840 -0.134  0.5119
5 C 1.557 -2.931 1.492  -1.2783
6 C 0.631 -2.802 2.578  -0.3242
7 H 0.886 -2.749 3.636  0.5185
8 H -1.637 -2.635 2.527  0.4992
9 H 1.222 -3.173 -0.716  0.6907
10 H 2.634 -3.035 1.580  0.4220
11 Lu 0.587 -0.691 1.544  1.0929
12 Cl 2.883 0.011 0.993  -0.5747
13 P 0.306 -0.602 -2.417  0.8263
14 C 1.572 -1.695 -3.058  -0.1143
15 C 1.281 -2.486 -4.181  -0.1626
16 H 0.285 -2.446 -4.619  0.4317
17 C 2.286 -3.298 -4.718  -0.6460
18 H 2.053 -3.892 -5.604  0.4096
19 C 3.551 -3.315 -4.116  -0.4951
20 H 4.328 -3.946 -4.556  0.3504
21 C 3.835 -2.548 -2.980  -0.6093
22 H 4.832 -2.575 -2.528  0.4186
23 C 2.841 -1.742 -2.424  -0.1228
24 H 3.020 -1.154 -1.523  0.2856
25 C -1.317 -1.144 -2.969  0.4585
26 C -1.689 -2.504 -2.832  -0.4462
27 H -0.967 -3.243 -2.472  0.6805
28 C -2.979 -2.893 -3.192  -0.7729
29 H -3.259 -3.950 -3.128  0.3810
30 C -3.893 -1.933 -3.644  -0.5356
31 H -4.894 -2.241 -3.947  0.3591
32 C -3.547 -0.575 -3.715  -0.5407
33 H -4.257 0.174 -4.070  0.4031
34 C -2.268 -0.169 -3.335  -0.7983
35 H -1.978 0.884 -3.345  0.3592
36 C 0.624 1.049 -2.997  0.2256
37 C 1.332 1.204 -4.198  -0.4618
38 H 1.660 0.317 -4.732  0.3712
39 C 1.575 2.488 -4.675  -0.6065
40 H 2.082 2.603 -5.638  0.3844
41 C 1.171 3.604 -3.920  -0.5349
42 H 1.384 4.601 -4.296  0.3764
43 C 0.499 3.442 -2.695  -0.5550
44 H 0.205 4.329 -2.111  0.3826
45 C 0.199 2.163 -2.228  -0.3123
46 H -0.342 2.003 -1.295  0.7043
47 C -2.906 0.450 3.309  -1.0229
48 Si -1.243 0.381 4.229  0.2299
49 C -1.277 1.568 5.693  -1.2061
50 C -1.098 -1.306 5.029  -1.1083
51 C 0.166 0.875 3.166  -0.3524
52 Si 0.336 2.654 2.701  0.3160
53 C 1.511 3.336 4.015  -1.1578
54 C 1.049 3.145 1.035  -0.7906
55 C -1.300 3.607 2.761  -1.1922
56 H -3.716 0.237 4.028  0.3569
57 H -2.969 -0.301 2.505  0.2821
58 H -3.100 1.437 2.864  0.3504
59 H -2.033 1.213 6.404  0.3595
60 H -0.307 1.556 6.206  0.2880
61 H -1.508 2.610 5.450  0.3369
62 H -1.477 -2.137 4.429  0.3017
63 H -0.063 -1.531 5.309  0.2762
64 H -1.691 -1.286 5.955  0.4138
65 H 1.150 0.517 3.593  0.4983
66 H 2.509 2.891 3.885  0.2855
67 H 1.600 4.424 3.905  0.3431
68 H 1.168 3.113 5.034  0.2896
69 H 0.271 3.300 0.277  -0.0976
70 H 1.579 4.106 1.143  0.4113
71 H 1.772 2.427 0.631  0.2525
72 H -1.927 3.357 1.894  0.2972
73 H -1.904 3.452 3.662  0.3180
74 H -1.074 4.682 2.703  0.3952

No. 2
This record from the OMol25 dataset describes a molecular structure, C64H53MnN8O2P. The level of theory is wB97M-V/def2-TZVPD.

## Properties
**HOMO (spin up / spin down)**: -0.211 / -0.211 Eh
**F_max**: 1.3 eV Å⁻¹
**Molar mass**: 1052.094 g mol⁻¹
**Orbital gap (spin up / spin down)**: 5.989 / 5.985 eV
**2S+1**: 6
**Electronic energy**: -123853.8573 eV
**<S²>**: 8.75
**LUMO level (spin up / spin down)**: 0.248 / 0.248 eV

Each line ends with the Mulliken spin population.
Cartesian coordinates (Å):
1 Mn -0.145 0.484 -0.326  4.4994
2 O -1.806 -0.726 -1.129  -0.0228
3 C -2.548 -0.736 -2.154  -0.0521
4 C -3.018 -1.975 -2.683  0.0016
5 C -3.824 -2.040 -3.782  -0.0012
6 C -4.228 -0.872 -4.438  0.0041
7 C -3.823 0.343 -3.951  -0.0007
8 C -2.982 0.455 -2.834  0.0141
9 C -2.648 1.757 -2.358  0.0343
10 N -1.774 2.058 -1.463  0.0549
11 C -1.739 3.429 -1.009  0.0141
12 C -1.335 3.480 0.477  0.0376
13 N -0.039 2.850 0.540  0.0932
14 C 0.946 3.643 0.616  0.0254
15 C 3.066 2.016 0.344  0.0489
16 C 4.347 2.806 0.702  -0.0004
17 C 5.439 2.700 -0.293  0.0066
18 C 5.296 2.011 -1.438  -0.0029
19 C 4.112 1.332 -1.825  0.0194
20 C 2.992 1.290 -1.032  -0.0360
21 O 1.885 0.764 -1.343  -0.0376
22 H -2.707 -2.875 -2.169  0.0012
23 H -4.161 -3.000 -4.152  -0.0001
24 H -4.866 -0.937 -5.307  0.0004
25 H -4.140 1.253 -4.445  0.0001
26 H -3.247 2.570 -2.801  0.0086
27 H -2.705 3.941 -1.152  0.0029
28 H -0.982 3.987 -1.580  -0.0074
29 H -2.060 2.945 1.089  -0.0160
30 H -1.292 4.534 0.800  0.0012
31 H 0.783 4.714 0.822  0.0006
32 H 4.731 2.574 1.694  -0.0002
33 H 6.369 3.194 -0.053  -0.0003
34 H 6.128 1.974 -2.127  -0.0001
35 H 4.059 0.873 -2.800  -0.0003
36 C -1.021 -3.274 4.300  -0.0002
37 N -1.468 -2.311 3.333  0.0014
38 C -0.746 -1.796 2.291  0.0263
39 N -1.443 -0.915 1.608  0.0279
40 C -2.680 -0.881 2.184  0.0285
41 C -2.697 -1.720 3.293  -0.0011
42 C -3.762 -1.863 4.291  -0.0008
43 C -4.205 -0.716 4.954  0.0003
44 C -5.306 -0.765 5.786  -0.0002
45 C -5.988 -1.957 5.970  0.0002
46 C -5.540 -3.105 5.340  0.0000
47 C -4.428 -3.065 4.516  0.0000
48 C -3.837 -0.186 1.636  0.0067
49 C -3.657 0.870 0.752  -0.0356
50 C -4.741 1.571 0.259  0.0052
51 C -6.028 1.219 0.629  0.0005
52 C -6.220 0.123 1.454  -0.0003
53 C -5.139 -0.583 1.944  0.0003
54 P 0.909 -2.466 1.921  0.0004
55 C 0.807 -2.655 0.100  0.0331
56 N 0.727 -1.729 -0.832  -0.0238
57 C 0.798 -2.354 -2.040  0.0617
58 C 0.928 -3.719 -1.818  -0.0045
59 N 0.947 -3.893 -0.464  0.0008
60 C 1.084 -5.152 0.214  0.0004
61 C 1.032 -4.825 -2.772  0.0001
62 C 2.236 -5.504 -2.936  0.0009
63 C 2.365 -6.464 -3.924  -0.0003
64 C 1.288 -6.771 -4.738  0.0002
65 C 0.076 -6.124 -4.554  -0.0002
66 C -0.055 -5.154 -3.578  0.0009
67 C 0.758 -1.674 -3.336  0.0084
68 C 0.225 -0.392 -3.466  0.0232
69 C 0.114 0.209 -4.705  -0.0014
70 C 0.552 -0.444 -5.845  0.0003
71 C 1.133 -1.695 -5.724  -0.0004
72 C 1.237 -2.304 -4.487  0.0020
73 C 1.853 -0.919 1.960  -0.0087
74 N 1.613 0.182 1.268  0.1159
75 C 2.740 0.947 1.326  -0.0217
76 C 3.669 0.296 2.128  0.0011
77 N 3.088 -0.874 2.524  -0.0044
78 C 3.697 -1.835 3.398  0.0003
79 C 5.004 0.641 2.638  -0.0012
80 C 5.117 1.203 3.908  0.0008
81 C 6.355 1.547 4.415  -0.0004
82 C 7.497 1.317 3.666  0.0003
83 C 7.394 0.734 2.412  -0.0001
84 C 6.157 0.383 1.899  0.0003
85 C 2.323 3.362 0.164  -0.0093
86 C 3.509 4.131 0.778  0.0016
87 C 4.044 5.304 0.045  0.0006
88 C 3.782 5.491 -1.248  -0.0009
89 C 2.864 4.618 -1.943  0.0010
90 C 2.173 3.662 -1.322  0.0113
91 H 0.052 -3.159 4.468  0.0001
92 H -1.554 -3.118 5.238  -0.0001
93 H -1.209 -4.293 3.948  0.0000
94 H -3.692 0.219 4.790  0.0000
95 H -5.648 0.134 6.277  0.0000
96 H -6.869 -1.990 6.594  0.0000
97 H -6.073 -4.034 5.467  0.0000
98 H -4.106 -3.962 4.006  0.0000
99 H -2.643 1.087 0.444  0.0294
100 H -4.581 2.394 -0.422  0.0004
101 H -6.876 1.783 0.269  0.0000
102 H -7.220 -0.190 1.717  0.0000
103 H -5.320 -1.456 2.550  -0.0001
104 H 0.622 -5.939 -0.383  -0.0002
105 H 2.140 -5.398 0.365  0.0001
106 H 0.594 -5.099 1.187  -0.0001
107 H 3.084 -5.246 -2.318  0.0000
108 H 3.313 -6.962 -4.067  0.0000
109 H 1.394 -7.504 -5.524  0.0000
110 H -0.768 -6.366 -5.180  0.0000
111 H -0.989 -4.627 -3.452  0.0000
112 H -0.102 0.152 -2.580  0.0196
113 H -0.325 1.193 -4.777  -0.0002
114 H 0.460 0.023 -6.816  0.0003
115 H 1.510 -2.206 -6.599  0.0000
116 H 1.712 -3.271 -4.429  0.0003
117 H 4.780 -1.720 3.348  -0.0002
118 H 3.374 -1.671 4.429  -0.0001
119 H 3.421 -2.844 3.092  0.0001
120 H 4.221 1.398 4.482  0.0000
121 H 6.430 1.998 5.394  0.0000
122 H 8.470 1.574 4.059  0.0000
123 H 8.283 0.554 1.827  0.0000
124 H 6.074 -0.076 0.926  0.0000
125 H 3.324 4.401 1.823  -0.0003
126 H 4.717 5.948 0.592  0.0001
127 H 4.224 6.312 -1.793  0.0000
128 H 2.742 4.766 -3.007  0.0001
129 H 1.458 3.047 -1.850  0.0129

No. 3
This record from the OMol25 dataset describes a single C19H22N2O6S molecule. The level of theory is wB97M-V/def2-TZVPD.

## Properties
**HOMO**: -0.324 Eh
**F_max**: 1.2 eV Å⁻¹
**Structure (SMILES)**: O=C(COC(=O)c1ccc(S(=O)(=O)N2CCCCC2)cc1)NCc1ccco1
**Molar mass**: 406.460 g mol⁻¹
**ΔE to the lowest compared entry with this formula, charge and spin**: 20.25 kcal/mol
**Orbital gap**: 8.449 eV
**Electronic energy**: -46160.2941 eV
**LUMO level**: -0.370 eV

Each line ends with the Mulliken charge.
Cartesian coordinates (Å):
1 O -4.633 -1.205 -1.958  -0.6395
2 C -4.413 -1.426 -0.789  0.6978
3 N -4.596 -0.537 0.206  -0.1717
4 H -4.284 -0.789 1.138  0.3565
5 C -4.730 0.884 -0.055  -1.0673
6 C -3.471 1.583 0.348  -0.0782
7 C -2.176 1.393 -0.042  0.1560
8 C -1.393 2.268 0.750  -0.1692
9 C -2.269 2.920 1.560  -0.8613
10 O -3.526 2.507 1.329  -0.3611
11 H -2.130 3.670 2.312  0.4762
12 H -0.331 2.391 0.716  0.4239
13 H -1.828 0.721 -0.800  0.7443
14 H -4.925 0.993 -1.126  0.4074
15 H -5.568 1.293 0.516  0.2907
16 C -3.853 -2.774 -0.294  -0.6949
17 H -4.310 -3.069 0.656  0.3714
18 H -4.000 -3.538 -1.057  0.3361
19 O -2.440 -2.642 -0.144  -0.3603
20 C -1.976 -2.048 0.957  0.5762
21 O -2.678 -1.684 1.874  -0.7314
22 C -0.507 -1.851 0.915  0.3582
23 C 0.288 -2.476 -0.044  -0.3363
24 C 1.647 -2.220 -0.075  -0.7250
25 C 2.196 -1.340 0.839  0.0520
26 C 1.421 -0.733 1.811  -0.4698
27 C 0.064 -0.991 1.852  -0.7828
28 H -0.573 -0.532 2.593  0.5039
29 H 1.896 -0.082 2.528  0.4693
30 S 3.953 -0.950 0.733  1.2524
31 O 4.607 -2.061 0.112  -0.7398
32 O 4.375 -0.509 2.028  -0.7026
33 N 4.097 0.337 -0.291  0.0975
34 C 3.782 1.663 0.195  -0.7102
35 C 2.744 2.362 -0.691  -0.8735
36 C 1.764 1.335 -1.249  0.6100
37 C 2.492 0.364 -2.185  -0.8775
38 C 3.936 0.121 -1.705  -0.8628
39 H 4.258 -0.901 -1.900  0.3606
40 H 4.623 0.799 -2.222  0.3813
41 H 1.939 -0.575 -2.231  0.3015
42 H 2.526 0.777 -3.194  0.4419
43 H 1.316 0.784 -0.419  -0.6117
44 H 0.958 1.835 -1.788  0.6256
45 H 2.222 3.119 -0.107  0.3971
46 H 3.242 2.866 -1.521  0.3696
47 H 3.419 1.548 1.217  0.3312
48 H 4.706 2.254 0.236  0.3232
49 H 2.299 -2.702 -0.787  0.5998
50 H -0.163 -3.154 -0.752  0.5155

No. 4
This record from the OMol25 dataset describes 2 unconnected molecules or ions with the total composition C4H11N5. The level of theory is wB97M-V/def2-TZVPD.

## Properties
**HOMO (spin up / spin down)**: -0.535 / -0.535 Eh
**Net charge**: +2
**F_max**: 2.2 eV Å⁻¹
**Molar mass**: 129.167 g mol⁻¹
**ΔE to the lowest compared entry with this formula, charge and spin**: 63.64 kcal/mol
**Orbital gap (spin up / spin down)**: 8.127 / 8.124 eV
**Electronic energy**: -11756.6560 eV
**LUMO level (spin up / spin down)**: -6.433 / -6.441 eV

Each line ends with the Mulliken charge.
Cartesian coordinates (Å):
1 C -15.278 1.044 -0.430  -0.0573
2 C -13.978 -1.718 0.164  -0.0595
3 C 18.305 -0.651 0.674  -0.0313
4 C 16.654 0.387 -0.739  -0.6690
5 N -14.239 1.310 0.379  0.1993
6 N -15.581 -0.204 -0.777  -0.5157
7 N -14.916 -1.136 -0.402  0.4366
8 N -13.450 0.416 0.824  -0.5195
9 N 17.971 -0.032 -0.377  -0.0277
10 H -15.911 1.834 -0.791  0.4164
11 H -14.132 -2.208 1.120  0.2909
12 H -13.114 -2.046 -0.412  0.2958
13 H -14.128 2.309 0.629  0.2752
14 H 17.554 -0.930 1.408  0.2367
15 H 19.336 -0.917 0.869  0.2760
16 H 16.601 1.479 -0.692  0.3150
17 H 16.448 0.103 -1.773  0.3001
18 H 15.901 -0.039 -0.077  0.2835
19 H -12.736 0.776 1.457  0.2378
20 H 18.695 0.223 -1.057  0.3167